No. 1
{
  "formula": "C4H3FN2",
  "method": "ωB97M-V with the def2-TZVPD basis set",
  "e_homo_ha": -0.37779,
  "charge": 0,
  "total_energy_ev": -9891.905,
  "lumo_energy_ev": -0.62,
  "e_above_lowest_kcal_mol": 53.4,
  "smiles": "[H]/N=C1/N=CC=C1F",
  "symbols": ["H", "N", "C", "N", "C", "C", "C", "F", "H", "H"],
  "coordinates": [[0.37146, -1.03638, 2.44255], [-0.21324, -1.38865, 1.72185], [-0.16357, -0.72961, 0.64772], [-0.99286, -1.15350, -0.54402], [-0.70958, -0.11881, -1.32550], [0.22783, 0.97980, -0.78626], [0.58264, 0.57925, 0.39890], [1.52428, 1.03216, 1.15152], [-1.34097, 0.12127, -2.28871], [0.71402, 1.71448, -1.41805]]
}

No. 2
{
  "formula": "C4H3FN2",
  "method": "ωB97M-V with the def2-TZVPD basis set",
  "e_homo_ha": -0.37432,
  "charge": 0,
  "total_energy_ev": -9891.611,
  "lumo_energy_ev": -0.75,
  "e_above_lowest_kcal_mol": 60.2,
  "smiles": "FC=C1C=NN=C1",
  "symbols": ["F", "C", "C", "C", "N", "N", "C", "H", "H", "H"],
  "coordinates": [[-0.09063, 1.93872, -1.46378], [0.16211, 0.62248, -1.37468], [0.18512, 0.05029, -0.20292], [0.29842, -1.33688, 0.20015], [-0.03659, -1.42514, 1.41206], [-0.52108, -0.20100, 1.94202], [-0.32969, 0.64681, 0.99162], [0.47057, 0.30841, -2.34303], [0.55355, -2.20964, -0.34692], [-0.69179, 1.60594, 1.18548]]
}

No. 3
{
  "formula": "C4H3FN2O",
  "method": "ωB97M-V with the def2-TZVPD basis set",
  "e_homo_ha": [-0.30496, -0.30496],
  "charge": 0,
  "total_energy_ev": -11933.725,
  "lumo_energy_ev": [-0.69, -0.69],
  "e_above_lowest_kcal_mol": 195.4,
  "symbols": ["C", "C", "C", "C", "N", "N", "O", "F", "H", "H", "H"],
  "coordinates": [[-0.90165, 0.87070, -0.06323], [0.62158, 0.47884, 0.03904], [-1.38793, -0.48343, -0.27936], [-2.62882, -0.82354, -0.07309], [0.73866, -0.85136, 0.16648], [-0.43430, -1.28884, -0.06915], [-2.13548, 1.92635, 0.01073], [-2.94739, -2.03409, 0.13524], [-2.97488, 1.87698, -0.76892], [1.55887, 1.04955, 0.04548], [-0.57423, -2.26374, 0.02896]]
}

No. 4
{
  "formula": "C4H3GdO",
  "method": "ωB97M-V with the def2-TZVPD basis set",
  "e_homo_ha": [-0.64573, -0.70812],
  "charge": 2,
  "total_energy_ev": -27055.002,
  "spin_multiplicity": 8,
  "lumo_energy_ev": [-11.44, -9.28],
  "e_above_lowest_kcal_mol": 33.4,
  "symbols": ["C", "C", "H", "H", "C", "C", "O", "Gd", "H"],
  "coordinates": [[-1.39568, 2.05270, 0.09976], [-0.91435, 1.31994, -0.76038], [-1.98172, 2.20852, 1.00268], [-0.41407, 1.04943, -1.68512], [0.49251, -2.49219, -0.30356], [1.17762, -1.75300, 0.40505], [1.54658, -0.67240, 0.93623], [1.26221, 1.62444, 1.21758], [0.22692, -3.33744, -0.91225]]
}

No. 5
{
  "formula": "C4H3I",
  "method": "ωB97M-V with the def2-TZVPD basis set",
  "e_homo_ha": -0.32853,
  "charge": 0,
  "total_energy_ev": -12292.123,
  "lumo_energy_ev": 0.24,
  "e_above_lowest_kcal_mol": 54.8,
  "smiles": "I[C@@H]1C2=C[C@H]21",
  "symbols": ["I", "C", "C", "C", "C", "H", "H", "H"],
  "coordinates": [[3.31653, -0.00263, -0.02544], [1.22498, -0.15344, 0.50712], [0.47275, -1.24649, -0.19482], [-0.76599, -0.69895, -0.24644], [0.14028, 0.46824, -0.17048], [1.26754, -0.13484, 1.66693], [-1.88600, -0.79378, -0.56256], [0.31871, 0.99763, -1.11051]]
}

No. 6
{
  "formula": "C4H3I",
  "method": "ωB97M-V with the def2-TZVPD basis set",
  "e_homo_ha": -0.35960,
  "charge": 0,
  "total_energy_ev": -12290.350,
  "lumo_energy_ev": -0.98,
  "e_above_lowest_kcal_mol": 95.7,
  "symbols": ["C", "C", "C", "C", "I", "H", "H", "H"],
  "coordinates": [[0.47687, -0.34884, -2.59633], [0.45761, -0.01780, -1.36609], [0.58533, 0.41325, 0.74141], [-0.58255, 0.10393, 1.22189], [-0.96068, 0.02141, 3.36647], [0.04458, -0.30688, -3.50207], [1.46158, 0.53485, 1.23431], [-1.48274, -0.39992, 0.90040]]
}

No. 7
{
  "formula": "C4H3IN2O",
  "method": "ωB97M-V with the def2-TZVPD basis set",
  "e_homo_ha": -0.33704,
  "charge": 0,
  "total_energy_ev": -17321.601,
  "lumo_energy_ev": -1.50,
  "e_above_lowest_kcal_mol": 32.7,
  "smiles": "N#CC(=O)I.C=C=N",
  "symbols": ["N", "C", "C", "O", "I", "C", "C", "N", "H", "H", "H"],
  "coordinates": [[-0.85219, -0.59912, -1.89891], [0.12948, -0.86204, -1.39352], [1.40402, -1.26468, -0.86768], [1.60746, -1.97536, 0.04901], [2.94099, -0.02646, -1.77797], [-0.23165, 0.82944, 1.67693], [-1.24090, 0.88861, 0.88980], [-2.31498, 0.85966, 0.32164], [0.34321, 1.60508, 1.97136], [0.42872, 0.00769, 1.70180], [-2.21417, 0.53717, -0.67245]]
}

No. 8
{
  "formula": "C4H3KLiMgO2",
  "method": "ωB97M-V with the def2-TZVPD basis set",
  "e_homo_ha": [-0.52581, -0.52557],
  "charge": 2,
  "total_energy_ev": -30249.436,
  "spin_multiplicity": 2,
  "lumo_energy_ev": [-7.53, -7.60],
  "e_above_lowest_kcal_mol": 0.0,
  "symbols": ["C", "O", "K", "Mg", "C", "C", "C", "O", "Li", "H", "H", "H"],
  "coordinates": [[0.66394, -0.19523, -0.74786], [1.85499, -0.08699, -0.60035], [4.27159, 0.58541, -2.47699], [-0.82527, 0.02578, 2.58371], [-1.99076, 1.06325, -0.37528], [-1.38376, 0.35338, 0.58134], [-0.32764, -0.72890, 0.25162], [0.32016, -1.10093, 1.43821], [2.13030, -1.19645, 1.39277], [-1.80125, 2.16571, -0.39675], [-0.82497, -1.58597, -0.24127], [-2.08734, 0.70095, -1.40916]]
}

No. 9
{
  "formula": "C4H3LiMgO6",
  "method": "ωB97M-V with the def2-TZVPD basis set",
  "e_homo_ha": [-0.30141, -0.23751],
  "charge": 0,
  "total_energy_ev": -22129.923,
  "lumo_energy_ev": [-0.80, -0.80],
  "e_above_lowest_kcal_mol": 26.8,
  "symbols": ["O", "C", "O", "O", "C", "O", "C", "C", "O", "O", "Mg", "Li", "H", "H", "H"],
  "coordinates": [[3.85129, -0.95488, 0.56462], [2.85023, -0.19634, 0.37413], [3.03679, 0.97924, -0.06553], [1.65795, -0.68305, 0.60098], [0.56142, 0.16902, 0.82073], [-1.63659, 0.64096, 0.23173], [-2.67581, 0.45538, -0.63856], [-0.62970, -0.29317, 0.32804], [-2.74053, -0.58873, -1.31862], [-3.54440, 1.35273, -0.61423], [5.00071, 0.54301, -0.11836], [-4.48360, 0.24709, -2.01063], [0.75634, 1.23185, 0.96784], [-0.63670, -1.07038, -0.44266], [-1.36739, -1.83273, 1.32051]]
}

No. 10
{
  "formula": "C4H3LiMnO",
  "method": "ωB97M-V with the def2-TZVPD basis set",
  "e_homo_ha": [-0.36878, -0.54087],
  "charge": 1,
  "total_energy_ev": -37757.552,
  "spin_multiplicity": 7,
  "lumo_energy_ev": [-4.23, -4.46],
  "e_above_lowest_kcal_mol": 9.9,
  "symbols": ["C", "C", "H", "Li", "O", "C", "C", "Mn", "H", "H"],
  "coordinates": [[0.90748, 0.51348, 2.75420], [0.49571, -0.60211, 2.44379], [0.19474, -1.60246, 2.16724], [-0.00026, 0.89506, 0.78566], [1.99413, 3.51774, 1.92262], [1.91006, 3.06002, 0.82756], [1.57155, 2.25764, -0.17668], [1.43674, 2.27496, 3.69335], [1.04506, 3.32952, -0.54140], [2.29021, 1.53738, -0.57668]]
}

No. 11
{
  "formula": "C4H3LiNaO2",
  "method": "ωB97M-V with the def2-TZVPD basis set",
  "e_homo_ha": [-0.16879, -0.28249],
  "charge": 0,
  "total_energy_ev": -12906.676,
  "spin_multiplicity": 2,
  "lumo_energy_ev": [-0.46, -0.16],
  "e_above_lowest_kcal_mol": 96.5,
  "symbols": ["Na", "O", "C", "H", "H", "C", "C", "C", "O", "Li", "H"],
  "coordinates": [[2.98646, 0.41334, 0.80989], [0.68384, -0.89213, -0.23751], [-0.64502, -0.95551, 0.29505], [-1.34228, -1.36989, -0.45339], [-0.83610, -1.49432, 1.23707], [-1.37511, 1.65031, -0.08919], [-0.78219, 0.55087, 0.42777], [0.32359, 0.95908, -0.39986], [1.37367, 1.59180, -0.40421], [2.02185, -2.05739, -0.72186], [-2.40871, 1.60386, -0.46376]]
}

No. 12
{
  "formula": "C4H3LiOPm",
  "method": "ωB97M-V with the def2-TZVPD basis set",
  "e_homo_ha": [-0.56733, -0.62218],
  "charge": 2,
  "total_energy_ev": -22980.688,
  "spin_multiplicity": 6,
  "lumo_energy_ev": [-9.56, -9.54],
  "e_above_lowest_kcal_mol": 53.1,
  "symbols": ["C", "C", "H", "Li", "O", "C", "C", "Pm", "H", "H"],
  "coordinates": [[2.24301, -0.04315, 0.51436], [2.82796, 0.99244, 0.82017], [3.32853, 1.88469, 1.16748], [0.12554, 1.35848, -0.36695], [-1.21124, -1.85073, -0.96851], [-1.88098, -0.93454, -0.49790], [-1.78330, 0.31901, -0.00994], [1.24140, -2.25556, -0.48524], [-2.70414, -0.07788, -1.13929], [-2.18678, 0.60724, 0.96580]]
}

No. 13
{
  "formula": "C4H3N",
  "method": "ωB97M-V with the def2-TZVPD basis set",
  "e_homo_ha": -0.38855,
  "charge": 0,
  "total_energy_ev": -5683.492,
  "lumo_energy_ev": 0.52,
  "e_above_lowest_kcal_mol": 23.4,
  "smiles": "C#CCC#N",
  "symbols": ["C", "C", "C", "C", "N", "H", "H", "H"],
  "coordinates": [[-1.05219, -1.46972, 0.48056], [-0.52879, -0.42493, 0.19815], [0.06906, 0.89742, -0.06116], [0.80235, 0.72561, -1.32108], [1.02049, -0.10303, -2.09504], [-1.57618, -2.31511, 0.86872], [0.75337, 1.17394, 0.74276], [-0.70827, 1.65525, -0.17053]]
}

No. 14
{
  "formula": "C4H3N",
  "method": "ωB97M-V with the def2-TZVPD basis set",
  "e_homo_ha": [-0.34142, -0.33647],
  "charge": 0,
  "total_energy_ev": -5681.632,
  "lumo_energy_ev": [-1.81, -1.48],
  "e_above_lowest_kcal_mol": 66.3,
  "symbols": ["C", "C", "C", "C", "N", "H", "H", "H"],
  "coordinates": [[1.57328, 0.88322, -0.15106], [0.73274, -0.22127, -0.32056], [-0.56824, -0.49600, -0.54578], [-1.61724, 0.45515, -0.36438], [-2.49726, 1.19345, -0.20287], [2.07112, 0.88782, 0.83299], [1.42956, -1.07709, -0.37678], [-0.86626, -1.50455, -0.80623]]
}

No. 15
{
  "formula": "C4H3N",
  "method": "ωB97M-V with the def2-TZVPD basis set",
  "e_homo_ha": -0.38706,
  "charge": 0,
  "total_energy_ev": -5684.493,
  "lumo_energy_ev": 0.66,
  "e_above_lowest_kcal_mol": 0.3,
  "smiles": "CC#CC#N",
  "symbols": ["C", "C", "C", "C", "N", "H", "H", "H"],
  "coordinates": [[0.09297, 1.51155, 0.17835], [0.04319, 0.08422, -0.11278], [-0.01927, -1.11159, -0.25865], [-0.14716, -2.48635, -0.31249], [-0.27453, -3.63933, -0.29262], [0.49481, 2.08669, -0.66181], [0.72551, 1.67908, 1.05782], [-0.91553, 1.87575, 0.40219]]
}

No. 16
{
  "formula": "C4H3N",
  "method": "ωB97M-V with the def2-TZVPD basis set",
  "e_homo_ha": [-0.32746, -0.39242],
  "charge": 0,
  "total_energy_ev": -5677.299,
  "lumo_energy_ev": [-3.99, -2.09],
  "e_above_lowest_kcal_mol": 166.2,
  "symbols": ["C", "C", "C", "C", "N", "H", "H", "H"],
  "coordinates": [[2.64127, -0.30894, 1.84841], [-1.17590, -0.63785, -0.10165], [-0.06618, -0.74342, -0.76922], [-0.41285, 0.66821, -0.83367], [1.83993, -0.56468, 1.01926], [-2.06893, -0.86644, 0.41592], [-0.77395, 1.26141, -1.64587], [0.01661, 1.19171, 0.06682]]
}

No. 17
{
  "formula": "C4H3N3",
  "method": "ωB97M-V with the def2-TZVPD basis set",
  "e_homo_ha": -0.31348,
  "charge": 0,
  "total_energy_ev": -8663.242,
  "lumo_energy_ev": -1.07,
  "e_above_lowest_kcal_mol": 73.1,
  "symbols": ["N", "C", "C", "N", "C", "C", "N", "H", "H", "H"],
  "coordinates": [[3.26661, -0.55992, 0.21939], [2.11821, -0.52011, 0.09705], [0.68221, -0.44760, -0.06583], [-0.04734, -1.44672, -0.55906], [-1.36229, -1.04143, -0.60239], [-1.36791, 0.37063, -0.05115], [0.02690, 0.65450, 0.26909], [-1.99933, 0.41715, 0.84348], [-1.75698, 1.07721, -0.79287], [0.43990, 1.49630, 0.64228]]
}

No. 18
{
  "formula": "C4H3N3",
  "method": "ωB97M-V with the def2-TZVPD basis set",
  "e_homo_ha": -0.32714,
  "charge": 0,
  "total_energy_ev": -8663.666,
  "lumo_energy_ev": -0.53,
  "e_above_lowest_kcal_mol": 63.3,
  "symbols": ["C", "C", "C", "C", "N", "N", "N", "H", "H", "H"],
  "coordinates": [[0.27649, 1.29122, -0.45421], [0.54194, 0.01395, -1.01728], [-0.32604, 1.06208, 0.78493], [-0.08158, -0.86299, -0.07173], [-0.21913, -2.13702, 0.14970], [-0.50221, -2.96822, 0.84916], [-0.45327, -0.23061, 1.08635], [0.54150, 2.30283, -0.85935], [0.92272, -0.40330, -1.92940], [-0.70041, 1.93206, 1.46183]]
}

No. 19
{
  "formula": "C4H3N3",
  "method": "ωB97M-V with the def2-TZVPD basis set",
  "e_homo_ha": -0.40782,
  "charge": 0,
  "total_energy_ev": -8662.855,
  "lumo_energy_ev": -0.73,
  "e_above_lowest_kcal_mol": 82.0,
  "smiles": "N#CC1=NC1.C#N",
  "symbols": ["N", "C", "C", "N", "C", "H", "H", "C", "N", "H"],
  "coordinates": [[-1.50377, -3.27433, 2.06098], [-0.72245, -2.51029, 1.76202], [0.26250, -1.56253, 1.45220], [1.50442, -1.34754, 1.23632], [0.58703, -0.21636, 0.96926], [0.35047, -0.07306, -0.01797], [0.76382, 0.62950, 1.55941], [-2.46986, -0.63852, -1.34281], [-2.29450, 0.28269, -1.99683], [-2.55982, -1.55365, -0.88167]]
}

No. 20
{
  "formula": "C4H3N3O",
  "method": "ωB97M-V with the def2-TZVPD basis set",
  "e_homo_ha": -0.37929,
  "charge": 0,
  "total_energy_ev": -10711.627,
  "lumo_energy_ev": -0.80,
  "e_above_lowest_kcal_mol": 46.7,
  "smiles": "O=Cc1cncnn1",
  "symbols": ["O", "C", "C", "C", "N", "C", "N", "N", "H", "H", "H"],
  "coordinates": [[1.38392, 2.38085, 1.20432], [0.73388, 1.86311, 0.29134], [0.32614, 0.41587, -0.00154], [-0.03469, -0.43249, 0.96675], [-0.61784, -1.61769, 0.63699], [-0.86447, -1.65718, -0.66150], [-0.40816, -0.80280, -1.66326], [0.24330, 0.25412, -1.28651], [0.44130, 2.44114, -0.54830], [0.09413, -0.35321, 2.11950], [-1.29751, -2.49171, -1.05778]]
}